[1]
Here is the molecule C5H5ClF2 at a distorted geometry from the Open Molecules 2025 dataset. Energies are from wB97M-V/def2-TZVPD.

Properties
energy above the lowest of the compared OMol25 structures with the same formula, charge and spin	45.9	kcal/mol
orbital gap	10.855	eV
F_max	0.1218	hartree/bohr
charge	0
LUMO energy	0.023	hartree
total energy	-23221.054	eV
structure (SMILES)	FC1=CC[C@@H](Cl)[C@@H]1F
2S+1	1

Last column: natural (NBO) charge in e.
CARTESIAN COORDINATES (ANGSTROEM)
C 0.715 0.740 -0.338  -0.1066
C 0.535 0.216 1.091  -0.4531
C -0.276 -1.126 0.679  -0.2333
C -1.025 -0.826 -0.316  0.3365
C -0.675 0.549 -0.966  0.1186
H 1.245 1.666 -0.224  0.2380
H 0.196 0.782 1.924  0.2395
H 1.557 -0.108 1.449  0.2253
H -0.434 -1.986 1.500  0.2497
H -0.481 0.557 -1.983  0.1873
F -1.956 -1.594 -1.013  -0.3262
F -1.392 1.677 -0.714  -0.3318
Cl 1.991 -0.547 -1.089  -0.1439


[2]
Here is a structure of composition C5H5ClHfO15 at a distorted geometry from the Open Molecules 2025 dataset. Energies are from wB97M-V/def2-TZVPD.

Properties
energy above the lowest of the compared OMol25 structures with the same formula, charge and spin	0.0	kcal/mol
orbital gap	7.900	eV
F_max	0.0887	hartree/bohr
charge	-2
LUMO energy	0.183	hartree
total energy	-49818.515	eV
2S+1	1

Last column: natural (NBO) charge in e.
CARTESIAN COORDINATES (ANGSTROEM)
Hf -0.180 -0.044 0.314  2.5386
Cl -2.096 0.992 1.987  -0.6636
O -3.294 0.396 -2.193  -0.7252
C -2.992 -0.850 -1.689  0.9967
O -3.625 -1.812 -2.150  -0.7658
O -2.066 -0.910 -0.842  -0.8038
H -4.013 0.286 -2.819  0.4702
O 0.396 -2.488 3.846  -0.6891
C 0.306 -1.859 2.670  0.9752
O -0.412 -2.243 1.738  -0.7677
O 0.738 -0.703 2.462  -0.7548
H -0.232 -3.218 3.771  0.4869
O 2.654 -2.588 -1.615  -0.6890
C 1.712 -1.908 -0.954  0.9717
O 2.071 -1.190 -0.001  -0.7276
O 0.466 -1.884 -1.181  -0.7778
H 2.235 -3.085 -2.329  0.4814
O 1.848 3.322 2.585  -0.7130
C 2.088 2.280 1.761  0.9787
O 3.236 1.856 1.617  -0.7078
O 1.104 1.747 1.114  -0.8699
H 0.872 3.337 2.514  0.4891
O -0.104 2.562 -3.050  -0.6946
C -0.070 1.810 -1.952  0.9824
O 0.834 0.955 -1.694  -0.7590
O -0.922 1.846 -1.039  -0.7545
H -0.555 3.392 -2.872  0.4922


[3]
Here is the molecule C5H5ClN2O2 at a distorted geometry from the Open Molecules 2025 dataset. Energies are from wB97M-V/def2-TZVPD.

Properties
energy above the lowest of the compared OMol25 structures with the same formula, charge and spin	162.1	kcal/mol
orbital gap (spin up / spin down)	7.779 / 7.778	eV
F_max	0.0841	hartree/bohr
charge	0
LUMO energy (spin up / spin down)	-0.027 / -0.027	hartree
total energy	-24857.213	eV
structure (SMILES)	O=[N+]([O-])\C=C/C=C\N=C\Cl
2S+1	1

Last column: natural (NBO) charge in e.
CARTESIAN COORDINATES (ANGSTROEM)
C -1.312 -1.091 0.088  -0.3233
C -1.141 -0.221 -0.998  -0.1316
C -0.231 -1.337 1.042  0.1507
C -0.245 0.773 -0.911  -0.2105
C 1.829 -0.058 0.444  0.1498
N 1.015 -0.955 0.896  -0.4148
N -0.235 1.657 0.151  0.4709
O 0.065 2.791 -0.203  -0.4116
O -0.586 1.345 1.292  -0.4153
Cl 3.224 -0.677 -0.403  0.0270
H -2.206 -1.712 -0.001  0.2254
H -1.552 -0.661 -1.890  0.2234
H -0.327 -2.039 1.783  0.2066
H -0.116 1.188 -1.839  0.2257
H 1.818 0.996 0.547  0.2275


[4]
Here is a cluster of 2 separate species, C5H5ClN2O2 in total at a distorted geometry from the Open Molecules 2025 dataset. Energies are from wB97M-V/def2-TZVPD.

Properties
energy above the lowest of the compared OMol25 structures with the same formula, charge and spin	78.6	kcal/mol
orbital gap	8.418	eV
F_max	0.0232	hartree/bohr
charge	0
LUMO energy	0.027	hartree
total energy	-24860.834	eV
structure (SMILES)	Cl/C=C1\C=CON1.N=C=O
2S+1	1

Last column: natural (NBO) charge in e.
CARTESIAN COORDINATES (ANGSTROEM)
C 0.414 -1.294 -1.192  -0.3464
C 0.048 -2.490 -0.715  0.1699
C -0.447 -0.317 -0.558  0.1227
C 0.986 1.620 1.561  0.8696
C -0.410 1.023 -0.599  -0.3870
N -1.376 -1.059 0.173  -0.2899
N 0.494 2.688 1.760  -0.7829
O 1.456 0.567 1.655  -0.5222
O -0.978 -2.413 0.161  -0.3103
Cl 0.677 1.856 -1.655  -0.0276
H 1.194 -1.067 -1.886  0.2502
H 0.421 -3.478 -0.898  0.2178
H -1.145 1.644 -0.119  0.2191
H -1.635 -0.770 1.108  0.3910
H 0.301 3.490 1.202  0.4262


[5]
Here is the molecule C5H5ClN2S at a distorted geometry from the Open Molecules 2025 dataset. Energies are from wB97M-V/def2-TZVPD.

Properties
energy above the lowest of the compared OMol25 structures with the same formula, charge and spin	43.9	kcal/mol
orbital gap (spin up / spin down)	7.829 / 6.638	eV
<S²>	2.01
F_max	0.0897	hartree/bohr
charge	0
LUMO energy (spin up / spin down)	0.008 / -0.132	hartree
total energy	-31599.137	eV
2S+1	3

Last column: Mulliken spin population.
CARTESIAN COORDINATES (ANGSTROEM)
C -0.673 1.770 -0.752  -0.0108
C 0.849 0.088 -0.136  -0.0388
C -1.558 -0.083 0.840  0.5502
C 1.134 -1.397 -0.354  0.0193
C -0.541 0.404 -0.562  0.1228
N -0.692 2.903 -0.944  0.0241
N 1.575 0.788 0.601  0.0384
S -2.531 -1.374 0.675  1.2028
Cl -1.474 0.973 2.119  0.1246
H 2.235 -1.699 -0.525  0.0000
H 0.797 -1.984 0.527  -0.0019
H 0.638 -1.787 -1.228  0.0003
H -1.032 -0.286 -1.184  -0.0320
H 1.273 1.684 0.924  0.0010


[6]
Here is the molecule C5H5ClO at a distorted geometry from the Open Molecules 2025 dataset. Energies are from wB97M-V/def2-TZVPD.

Properties
energy above the lowest of the compared OMol25 structures with the same formula, charge and spin	33.7	kcal/mol
orbital gap (spin up / spin down)	5.742 / 7.962	eV
<S²>	2.02
F_max	0.2470	hartree/bohr
charge	0
LUMO energy (spin up / spin down)	0.019 / -0.092	hartree
total energy	-19829.157	eV
2S+1	3

Last column: Mulliken spin population.
CARTESIAN COORDINATES (ANGSTROEM)
C -0.785 -1.496 0.096  0.0245
C -0.877 -0.078 -0.066  0.4954
C -0.801 -2.695 0.168  0.4922
C 0.096 0.799 0.016  0.7226
C 1.585 0.585 -0.249  0.0058
O -0.159 2.143 -0.018  0.1492
Cl -2.675 0.243 -0.002  0.0506
H -1.100 -3.562 0.589  0.0216
H 2.078 1.413 0.334  0.0169
H 1.907 -0.352 0.204  0.0073
H 1.868 0.735 -1.213  0.0215
H -1.138 2.265 0.139  -0.0076


[7]
Here is the molecule C5H5F at a distorted geometry from the Open Molecules 2025 dataset. Energies are from wB97M-V/def2-TZVPD.

Properties
energy above the lowest of the compared OMol25 structures with the same formula, charge and spin	106.6	kcal/mol
orbital gap (spin up / spin down)	8.377 / 7.706	eV
F_max	0.1735	hartree/bohr
charge	0
LUMO energy (spin up / spin down)	0.009 / -0.014	hartree
total energy	-7977.620	eV
structure (SMILES)	C#C/C=C(/C)F
2S+1	1

Last column: natural (NBO) charge in e.
CARTESIAN COORDINATES (ANGSTROEM)
C -1.337 1.314 2.383  -0.1562
C -1.198 1.054 1.189  -0.1309
C -0.752 0.725 0.030  -0.2716
C 0.645 -0.367 -0.201  0.4750
C 1.038 -0.945 -1.455  -0.7358
F 0.808 -1.238 0.830  -0.3448
H -1.617 1.769 3.331  0.2396
H -1.158 1.214 -0.868  0.2211
H 2.035 -1.342 -1.248  0.2390
H 1.019 -0.326 -2.276  0.2343
H 0.518 -1.858 -1.714  0.2303


[8]
Here is the molecule C5H5F2N at a distorted geometry from the Open Molecules 2025 dataset. Energies are from wB97M-V/def2-TZVPD.

Properties
energy above the lowest of the compared OMol25 structures with the same formula, charge and spin	85.1	kcal/mol
orbital gap	9.395	eV
F_max	0.1171	hartree/bohr
charge	0
LUMO energy	0.009	hartree
total energy	-12187.414	eV
structure (SMILES)	C#C/C(F)=C(/F)CN
2S+1	1

Last column: natural (NBO) charge in e.
CARTESIAN COORDINATES (ANGSTROEM)
C 0.575 0.863 -0.541  -0.3045
C 0.749 -0.585 -0.147  0.3572
C -0.155 -1.498 0.256  0.2394
C -1.562 -1.141 0.150  -0.0921
C -2.656 -0.707 -0.381  -0.1978
H 0.695 1.348 1.400  0.3526
H 2.086 1.603 0.515  0.3551
H -0.459 1.124 -0.661  0.2274
H 1.079 1.185 -1.512  0.2188
H -3.708 -0.367 -0.442  0.2566
N 1.060 1.767 0.521  -0.7922
F 2.045 -0.900 0.144  -0.3293
F 0.251 -2.693 0.696  -0.2914